w) 23
Properties=species:S:1:pos:R:3:mulliken_charge:R:1 method="wB97M-V/def2-TZVPD" homo_lumo_gap_ha=0.3198 smiles="CN[C@@H](N)CC(C)=C=[NH2+]" e_homo_ha=-0.470 molar_mass_g_mol=128.20 charge=+1
H 0.84148 2.65387 -1.29849 0.30
H 1.43718 -0.90791 1.88529 0.34
H -1.56689 -1.14900 0.93191 0.27
H -0.94881 2.31587 1.16580 0.27
H 2.86377 -1.46148 0.96628 0.36
H 0.13788 -1.07370 -1.69720 0.39
H -2.35775 -2.36712 -0.65432 0.28
H 2.40957 2.27125 -1.72216 0.29
C 1.40992 0.92610 -0.53413 0.22
H 0.38313 -2.27998 -0.33346 0.34
H -0.25650 0.59964 1.54433 0.32
H -2.07155 1.03515 -0.69681 0.30
N -2.34870 -1.40508 -0.92541 -0.62
H -1.94608 0.82907 1.74033 0.42
C -1.33687 -0.75097 -0.08215 -0.05
C 0.17216 -1.18675 -0.63485 -0.61
C 1.29522 -0.28218 -0.03658 0.27
N -1.23018 0.68500 -0.16645 -0.33
C 2.18916 -0.56560 1.15180 -1.25
H 2.76780 0.23334 1.37776 0.44
H -2.28415 -1.27386 -1.90565 0.24
C -1.12374 1.22937 1.18641 -0.92
N 1.56396 1.92498 -1.26225 -0.26

***

x) 23
Properties=species:S:1:pos:R:3:mulliken_charge:R:1 method="wB97M-V/def2-TZVPD" homo_lumo_gap_ha=0.3417 smiles="C=C=[N+](C)CN(C)NC" e_homo_ha=-0.470 molar_mass_g_mol=128.20 charge=+1
H 0.84742 2.76003 2.14479 0.34
C 0.70120 -0.96890 0.40159 -0.67
H 2.13730 -0.23403 -2.49545 0.49
H -2.12769 -0.68525 -2.79161 0.29
H 2.29722 0.57302 -1.03013 0.26
H 0.71297 -2.11865 0.71122 0.33
C -1.56662 -0.52189 1.34820 -0.91
H 1.11310 1.05632 -2.35609 0.37
H -2.24795 0.20217 0.86591 0.32
H -0.39778 2.00748 2.95680 0.24
H -1.77534 -0.72643 2.37863 0.31
C 0.51897 1.76833 2.24949 -0.80
H -0.61834 1.77285 0.48367 0.24
C -1.25851 -1.24046 -2.67030 -1.05
H -1.78453 -1.53978 0.90219 0.34
C 1.56222 0.25593 -1.79987 -0.93
H 1.21472 0.99970 2.62756 0.29
N 0.10759 1.22280 0.92195 -0.36
H -1.31890 -2.15389 -3.29269 0.27
N -0.14193 -0.11010 1.07509 0.28
C -0.32911 -0.96868 -1.88950 0.89
N 0.65695 -0.68135 -1.24892 0.10
H 1.69705 -0.66923 0.50747 0.36

***

Tell me which of them is the least stable. Sure, it is x).

***

w) 106
Properties=species:S:1:pos:R:3:mulliken_charge:R:1 method="wB97M-V/def2-TZVPD" homo_lumo_gap_ha=0.2093 e_homo_ha=-0.073 molar_mass_g_mol=1182.98 charge=-2
C -0.57154 -0.64825 3.67195 -0.72
O -3.10765 -3.76500 -3.72267 -0.76
C 0.29157 -5.67551 -1.50919 -0.42
S -1.02343 -5.16191 -2.51831 -0.24
C 3.65774 -0.84625 -1.06456 0.89
C -4.62329 2.56132 2.66810 -1.44
H -0.39153 4.72896 -1.41996 0.20
C 0.59983 -0.82600 -5.95941 0.45
H -2.03101 2.11078 -2.11047 -0.11
H -0.25223 -4.32151 2.10218 0.46
H 2.00546 -3.28887 -2.42455 0.18
C -4.01628 1.69658 1.59933 0.78
H 0.56575 0.95265 6.41621 0.37
C 1.52808 0.16996 3.26828 1.13
H 1.43036 -4.72986 0.07160 0.37
C 0.49228 -2.20455 -5.77458 -0.58
H -3.72980 2.62089 -2.30633 0.59
H -1.21632 4.65614 4.54667 0.44
N 2.89040 -0.64142 1.31197 1.69
C 4.07253 -0.81489 -3.41340 -0.52
H 3.74894 -2.49953 1.03791 0.52
H 2.97108 -2.33566 -4.49187 0.57
H 1.28563 -2.85889 -6.12285 0.46
C -0.57504 -2.73011 -5.06436 -0.62
H -2.56027 6.08225 0.29394 0.31
C -1.23964 3.56588 4.59002 -1.88
H -3.22127 0.96068 -2.73964 0.25
H -1.43186 -1.17687 3.27152 -0.21
C -0.57840 -0.16291 4.97138 -0.77
H 4.80998 -0.08898 0.58900 0.40
H -2.03294 6.64101 -1.30735 0.42
H 3.30442 -2.13003 4.61434 0.38
C 3.75532 -0.12118 0.25743 -1.36
H -0.35812 1.06670 -5.69372 0.22
C 0.63128 -4.68965 -0.65419 -1.09
O -0.40173 0.36450 -2.50639 -0.27
H 2.56614 -0.82687 -6.36867 0.32
H 3.44996 0.90707 0.04570 0.09
H -1.44386 -0.31915 5.60199 0.50
H 2.47963 1.33431 1.79618 -0.84
C 3.22750 -1.91323 -3.52986 -0.66
O -3.63457 -1.41413 -3.08784 -0.80
H -3.93468 3.26037 0.10259 0.14
C 2.50851 -2.65074 4.09627 -0.71
H -2.97578 -0.63539 -1.03865 -0.17
H -0.08089 5.77583 -0.02492 0.43
H 1.48572 -3.26576 5.88207 0.39
C -3.32082 -0.40848 0.97987 0.10
O 0.17646 2.69810 -2.27962 -0.46
C -0.44876 -0.00350 -5.57058 -0.46
C -3.35697 1.35527 -0.65701 1.72
H -2.24986 0.13650 -4.44780 0.31
N 1.50063 -3.26634 2.02871 0.19
N 2.87771 -1.91504 -1.16202 0.19
N -3.76387 0.44405 1.93088 -0.57
C -0.99156 -3.58178 -1.70565 -0.46
N 1.75395 -0.24245 -6.50325 -0.70
H -1.26954 1.88894 3.22503 -0.47
H -2.14835 3.24995 5.10875 0.32
C -3.07894 1.78595 -2.04703 -1.48
C 0.52576 -3.86105 2.70418 -0.20
H -4.38420 2.15362 3.64805 0.29
P 0.17916 3.04725 0.98945 -1.34
O 1.65588 0.90906 -1.48515 0.13
N 0.45287 -0.48624 2.83548 2.22
O -0.27412 1.62916 0.79586 1.62
C 4.30865 -0.28895 -2.16460 -0.84
C 0.46794 -3.88614 4.09027 -0.89
H -0.37498 3.22626 5.16325 0.33
Ba 0.10097 -0.69072 -0.28755 -0.19
C 1.49152 -3.27635 4.79865 -0.37
S 0.72250 1.36894 -2.56218 -0.16
H 2.48453 1.25401 4.85134 0.43
C -2.14606 5.76429 -0.66579 -1.35
C 2.46116 -2.64460 2.70612 0.00
C 0.53177 0.53921 5.41453 -1.10
H -2.85392 5.08222 -1.14092 0.15
C 1.59915 0.70689 4.55209 -0.84
O -1.00526 3.97079 0.38481 0.12
C 2.67787 0.39100 2.31798 -0.94
C 2.67062 -2.43239 -2.38000 -0.08
H 3.59502 0.56449 2.91086 0.37
N -1.77649 -2.52956 -1.97163 0.01
H 4.34563 -1.63637 2.48605 0.21
C -3.79090 2.21345 0.32216 -0.56
C -1.19588 2.97910 3.19486 1.53
H -0.36417 -4.35859 4.59530 0.40
H 1.91667 0.65069 -6.04958 0.38
H -4.27297 3.59040 2.59331 0.37
H -2.02716 3.35267 2.59482 0.11
C -1.54409 -1.87531 -4.55162 -0.16
H 4.49890 -0.34780 -4.29238 0.31
C -0.80239 5.09103 -0.47709 -0.21
C -1.50007 -0.52288 -4.84930 -0.17
O 0.03163 3.36966 2.58853 -0.27
N -0.08606 -3.52449 -0.74774 0.91
H 4.89845 0.60998 -2.03640 0.33
N -3.17221 0.06296 -0.31238 0.34
O 1.39898 1.32467 -3.86669 -0.59
H -5.70962 2.56657 2.54797 0.41
H -0.63307 -3.79161 -4.85854 0.49
H 0.73167 -6.65425 -1.61044 0.43
Te 2.31550 3.87455 0.49025 -0.69
S -2.96355 -2.01586 1.30835 -0.30
C 3.45379 -1.86963 1.87577 -0.70
S -2.64546 -2.45410 -3.30349 1.00

***

x) 106
Properties=species:S:1:pos:R:3:mulliken_charge:R:1 method="wB97M-V/def2-TZVPD" homo_lumo_gap_ha=0.2218 e_homo_ha=-0.092 molar_mass_g_mol=1182.98 charge=-2
H 3.77060 -2.75645 -2.13805 0.54
C 2.92160 2.22281 -2.94883 -0.87
H -2.90485 -0.98601 -4.45676 0.41
C 0.15446 -0.70351 -3.04362 0.77
O -5.22134 -4.14470 -0.92508 -0.72
N 2.36174 -1.17056 -1.92085 1.47
C 3.60972 -2.25302 -0.05883 0.56
O -6.35506 -2.00653 -0.39835 -0.75
H -2.04998 2.07269 5.00095 0.16
N -1.57756 -1.88379 -0.51837 0.62
H 4.69735 4.98690 0.88638 0.37
C 4.55633 -2.10438 2.48558 -0.47
H -1.40592 1.66004 -1.45075 -0.05
C 4.52198 -3.20663 0.37127 -1.00
O 2.86956 3.80040 3.41218 -0.17
H -5.25316 -0.27010 -6.94576 0.24
S -2.41237 -4.26165 -1.08302 -0.24
H 4.86211 3.56213 2.94290 0.29
H 2.72816 0.28503 5.84010 0.23
H 4.83053 -4.00216 -0.29724 0.46
H 3.30884 -0.36196 2.57631 0.72
H 4.05675 5.83721 2.31131 0.39
H 1.81988 4.86801 -1.16081 0.47
C -2.69495 -2.57423 -0.63078 -0.18
S -0.95953 3.65025 0.28004 -0.41
S 0.64457 -1.81261 3.71400 0.53
N -0.05780 0.27674 -2.17357 0.63
C -4.91084 -3.21735 -3.67235 -0.33
N -1.87728 2.28477 2.35472 0.26
O 1.47767 1.82226 2.60645 0.69
C -5.65724 -1.01314 -3.10149 -0.52
C -2.09506 2.68252 1.04936 0.03
H 3.26662 1.92064 -3.93020 0.40
H 3.76614 -0.19485 -3.15276 0.12
H -5.99675 0.32578 -4.73997 0.26
H 2.94490 5.12689 1.14189 0.22
N 3.20787 -1.24764 0.71072 0.83
C -1.26829 0.84413 -2.15275 -0.23
H 2.58362 4.28459 -3.47296 0.37
C 3.90536 4.99129 1.63854 -1.40
C -2.09897 -0.60241 -3.84340 0.25
H -0.00346 -4.70582 -1.41454 0.38
S -5.21983 -2.69477 -0.96930 0.96
H -4.61969 0.51065 2.93102 0.36
H -5.45918 1.68073 -0.52353 0.38
H -1.67987 0.42881 4.49597 0.13
O 0.14956 -2.94253 4.47517 -0.70
H -1.00379 2.58644 2.78897 -0.21
H 2.02339 -1.11683 -4.00680 0.58
C -0.83753 -1.16586 -3.90321 -1.45
H -4.65515 -3.60835 -5.76749 0.29
C 2.12873 3.86400 -1.41824 -1.17
P 2.05956 2.45754 3.83374 -0.32
C -4.93550 -2.87521 -5.01841 -0.66
C 3.67773 -1.17094 1.95560 -0.64
C -0.48447 -2.65923 -0.82504 1.11
O -0.42997 -0.76448 3.49992 -0.78
C -5.26765 -2.28749 -2.70897 -0.05
H 3.32934 1.88520 6.33162 0.49
H -3.28825 0.90266 -2.84631 0.44
C 3.34009 -0.11715 -2.13728 -1.52
N 2.40683 1.59553 -0.70424 0.78
O 1.81760 -1.16749 4.32479 -0.55
H 1.74459 3.06895 0.55068 1.16
H 5.61353 1.29345 5.52109 0.32
C -4.07805 1.50150 1.08139 1.20
H 1.30118 -2.46803 -3.15363 0.48
H 5.67193 -3.88862 2.05278 0.36
H -3.35344 0.84324 4.97304 0.42
C -3.89644 1.12817 2.42079 -1.24
C -2.31843 0.43710 -2.95422 -0.82
O 3.28098 1.50992 4.29222 -0.17
H 4.15739 -0.26222 -1.43055 0.44
N -5.37932 -1.25764 -6.78139 -0.65
N -3.21430 2.25919 0.42684 -0.45
C 3.47251 1.05542 5.63598 -0.33
H -4.62222 -4.21153 -3.35919 0.46
C -0.72071 -3.94570 -1.14977 -0.52
C -5.27227 1.02642 0.32641 -0.43
H -0.63093 -1.99794 -4.56696 0.40
H -6.15317 0.96666 0.96524 0.41
C -5.32034 -1.59895 -5.41585 0.76
Te 0.68296 3.22425 5.60278 -0.42
C 4.88006 0.51169 5.73284 -1.00
H 4.84664 -2.03465 3.52318 0.39
O 1.00158 -2.21193 2.29418 -0.68
C 3.90256 3.70382 2.43530 0.41
H 5.06215 0.12506 6.73780 0.37
H -5.94482 -0.29298 -2.34570 0.49
H 0.47975 -2.16881 -0.87008 -1.10
C -2.45415 1.20712 4.47903 -1.12
C 2.83711 1.28783 -1.93155 0.79
C 4.98968 -3.13653 1.67439 -0.93
C 1.50694 -1.39795 -3.07371 -1.85
C 2.54667 3.53647 -2.68993 -0.73
C -5.68872 -0.67068 -4.44151 -0.61
H 3.74245 2.83497 1.79146 -0.06
H 2.23524 -3.16830 -1.38291 0.43
C 2.08179 2.85655 -0.45632 -0.63
H -5.06544 0.01353 -0.02837 -0.43
Ba 0.34457 -0.08602 1.13165 0.20
C -2.76393 1.53875 3.06878 1.22
H -4.73836 -1.79121 -7.34913 0.24
C 2.99654 -2.38595 -1.44043 -1.16
H 5.02840 -0.29739 5.01898 -0.03
N -3.91009 -2.02383 -0.41519 -0.33

***

Tell me which of them is the least stable. Sure, it is x).